Record 1
ORCA calculation (ωB97M-V/def2-TZVPD) on C43H34CeF3N2O4P2S2 as an isolated structure at a distorted geometry.

Element x y z (Å)
Ce: -1.019 0.447 -1.539
O: -1.648 -0.950 0.241
C: -2.655 -0.873 1.179
C: -2.765 -2.124 2.203
C: -3.969 -2.896 2.149
C: -5.141 -2.261 1.903
C: -5.161 -1.196 0.999
C: -3.986 -0.642 0.460
C: -4.083 -0.323 -0.912
N: -3.168 -0.536 -1.811
C: -3.675 -0.880 -3.125
C: -2.523 -1.478 -3.905
N: -1.288 -0.628 -3.813
C: -0.445 -0.638 -4.779
C: 0.680 0.232 -5.108
C: 1.424 0.154 -6.334
C: 2.294 1.127 -6.682
C: 2.617 2.173 -5.764
C: 2.043 2.267 -4.525
C: 1.088 1.293 -4.113
O: 0.449 1.446 -2.972
H: -1.797 -2.669 2.232
H: -3.988 -3.995 2.514
H: -6.075 -2.690 2.325
H: -6.083 -0.666 0.755
H: -5.102 -0.018 -1.267
H: -4.062 0.006 -3.622
H: -4.482 -1.641 -3.052
H: -2.803 -1.631 -4.983
H: -2.411 -2.510 -3.423
H: -0.520 -1.492 -5.500
H: 1.202 -0.725 -7.002
H: 2.733 1.085 -7.698
H: 3.296 2.979 -6.079
H: 2.346 2.981 -3.832
S: -1.473 2.458 0.418
P: 0.003 1.558 1.563
C: 0.807 0.486 0.429
P: 1.967 -0.752 0.201
S: 1.553 -1.501 -1.690
C: 1.761 -2.250 1.246
C: 1.981 -2.076 2.625
C: 1.945 -3.115 3.515
C: 1.543 -4.403 3.056
C: 1.175 -4.549 1.717
C: 1.328 -3.476 0.797
C: 3.758 -0.404 0.086
C: 4.120 0.578 -0.859
C: 5.472 0.842 -1.052
C: 6.433 0.114 -0.343
C: 6.059 -0.858 0.587
C: 4.679 -1.119 0.802
C: -0.870 0.439 2.704
C: -2.274 0.067 2.445
C: -2.742 -1.072 3.375
C: -1.873 -1.474 4.544
C: -0.634 -0.978 4.712
C: -0.104 -0.024 3.754
C: 0.963 2.611 2.543
C: 0.481 3.068 3.753
C: 1.379 3.678 4.632
C: 2.715 3.801 4.321
C: 3.144 3.461 3.020
C: 2.291 2.878 2.109
H: 2.156 -1.043 3.019
H: 2.221 -2.985 4.562
H: 1.425 -5.225 3.735
H: 0.902 -5.555 1.357
H: 1.109 -3.574 -0.285
H: 3.396 1.198 -1.382
H: 5.722 1.740 -1.568
H: 7.505 0.252 -0.525
H: 6.820 -1.298 1.204
H: 4.313 -2.030 1.383
H: -2.969 0.875 2.445
H: -3.733 -0.910 3.694
H: -2.184 -2.313 5.150
H: 0.129 -1.331 5.426
H: 0.955 0.233 3.848
H: -0.554 2.947 4.029
H: 0.984 4.092 5.554
H: 3.381 4.202 5.060
H: 4.135 3.808 2.791
H: 2.653 2.562 1.120
F: -4.575 4.825 -3.087
C: -4.165 3.521 -2.892
F: -4.926 2.737 -3.705
F: -4.518 3.155 -1.601
C: -2.704 3.238 -3.095
O: -2.083 4.079 -3.723
O: -2.302 2.086 -2.642

Force components x, y, z for each atom (eV/Å):
2.587 -0.050 1.789
-0.558 0.171 0.310
1.993 0.094 -1.876
1.642 0.523 -0.174
-0.890 -2.306 1.626
-0.734 -1.789 1.016
1.136 3.110 -0.689
-0.344 -0.527 2.902
-0.457 0.363 -1.484
-1.666 -0.583 0.562
-0.129 0.689 -0.640
0.778 -1.432 -0.470
-1.104 -0.061 0.358
0.898 -1.161 -1.271
1.024 1.594 2.308
-2.161 -1.614 0.862
1.215 0.855 -0.675
-0.074 0.084 -0.861
-0.303 -2.095 -0.907
-2.299 -0.676 -0.450
1.094 -0.705 -1.360
-0.622 0.159 -0.361
0.060 1.962 -0.455
0.539 0.216 -0.900
-0.098 -0.785 -0.505
0.531 -0.603 0.259
-0.158 0.245 -0.177
0.404 0.441 -0.035
0.203 0.084 0.909
0.571 1.211 -0.724
-0.332 0.698 0.013
0.223 1.120 0.554
-0.053 0.176 0.867
-0.185 -0.527 0.094
0.253 1.305 1.025
0.599 0.153 0.686
-1.329 -3.588 -3.938
0.604 1.355 0.504
-2.610 -0.083 -1.962
-0.297 0.631 0.319
0.192 0.771 1.146
0.316 1.336 0.167
-0.359 -1.599 0.138
-0.208 1.424 -0.659
0.636 -0.004 -0.280
-0.263 -0.913 -0.232
-1.162 0.553 -0.418
0.906 0.165 0.717
-0.714 -0.286 1.001
0.290 -0.517 0.287
-0.961 0.653 -0.274
0.933 -1.571 0.270
2.134 0.535 1.141
-1.218 -1.623 -0.022
1.130 -0.656 0.084
0.822 -0.024 -0.015
0.101 -0.488 -0.372
-1.482 0.512 -1.526
1.598 0.824 -0.036
0.941 0.504 0.195
-0.760 0.063 0.276
-0.590 -0.228 -1.033
0.142 0.851 1.088
-0.421 -0.305 0.565
0.266 -1.089 -0.550
-0.205 0.092 -0.235
0.166 -0.253 0.241
-0.086 0.682 0.123
0.158 -0.096 0.843
-0.230 -0.344 0.154
0.437 0.168 -0.846
-0.427 0.272 0.147
0.143 -0.507 -0.023
0.772 1.626 -0.425
-0.130 1.119 0.197
-1.301 0.173 0.460
-0.318 0.049 0.209
-0.933 -0.081 0.012
-0.581 0.362 -0.004
-0.128 -0.120 -0.010
0.171 -0.208 0.140
0.389 0.263 0.037
0.403 -0.465 -0.465
-0.438 0.101 0.447
0.681 -1.846 0.318
-2.219 0.070 1.408
0.249 0.486 0.160
-0.014 0.721 -1.120
2.199 -0.707 -0.555
-0.050 -0.350 0.308
-0.930 1.254 -0.226

Gap between HOMO and LUMO (spin up / spin down): 5.205 / 5.412 eV
Net charge: -1
E_tot: -117642.8100 eV
2S+1: 1
Maximum force: 5.49 eV Å⁻¹
ΔE to the lowest compared entry with this formula, charge and spin: 86.4 kcal/mol
Lowest unoccupied orbital energy (spin up / spin down): 1.22 / 1.33 eV

These are the Mulliken partial charges, in e, on atoms 1 to 8: number 1, Ce, carries -0.02; number 2, O, carries -0.51; number 3, C, carries 2.50; number 4, C, carries -0.62; number 5, C, carries -0.53; number 6, C, carries -0.82; number 7, C, carries -1.06; number 8, C, carries 0.30

=====

Record 2
ORCA calculation (ωB97M-V/def2-TZVPD) on C44H32CdN4S2SeTe as an isolated structure at a distorted geometry.

Element x y z (Å)
Cd: -20.542 8.454 -17.535
C: -24.974 7.272 -16.072
C: -25.592 8.183 -16.881
C: -24.962 8.581 -17.984
C: -23.682 8.116 -18.290
N: -23.020 7.314 -17.445
C: -23.681 6.877 -16.341
C: -22.990 8.591 -19.477
C: -23.616 8.753 -20.741
C: -22.838 9.252 -21.792
C: -21.448 9.495 -21.652
C: -20.846 9.360 -20.353
C: -21.633 8.869 -19.327
H: -25.396 7.044 -15.150
H: -26.534 8.661 -16.613
H: -25.312 9.416 -18.654
H: -23.107 6.249 -15.696
H: -24.669 8.615 -20.929
H: -23.273 9.484 -22.781
H: -20.898 9.986 -22.412
H: -19.781 9.514 -20.233
S: -13.295 8.601 -17.616
C: -12.768 10.101 -17.000
C: -13.819 10.912 -16.642
C: -15.068 10.370 -17.108
C: -14.957 9.124 -17.648
C: -15.996 8.146 -18.038
C: -17.303 8.251 -17.583
N: -18.257 7.386 -17.892
C: -18.020 6.410 -18.692
C: -16.706 6.128 -19.170
C: -16.514 5.026 -20.081
C: -17.538 4.274 -20.584
C: -18.892 4.560 -20.172
C: -20.030 3.869 -20.644
C: -21.293 4.154 -20.151
C: -21.397 5.209 -19.258
N: -20.363 5.828 -18.805
C: -19.097 5.575 -19.191
C: -22.522 3.504 -20.533
C: -23.776 3.915 -20.223
C: -24.711 2.932 -20.629
C: -24.147 1.776 -21.105
S: -22.434 1.941 -21.194
C: -15.736 7.045 -18.823
H: -11.682 10.169 -16.782
H: -13.766 11.933 -16.232
H: -16.042 10.834 -16.998
H: -17.560 9.054 -16.950
H: -15.495 4.852 -20.463
H: -17.362 3.413 -21.195
H: -19.878 3.118 -21.373
H: -22.279 5.504 -18.745
H: -24.074 4.875 -19.897
H: -25.767 3.148 -20.649
H: -24.629 0.904 -21.362
H: -14.744 6.919 -19.272
Se: -20.008 9.011 -15.166
C: -19.265 10.757 -15.307
C: -18.559 11.305 -14.252
C: -18.027 12.592 -14.332
N: -18.225 13.419 -15.338
C: -18.948 12.915 -16.336
C: -19.495 11.664 -16.394
H: -18.434 10.684 -13.403
H: -17.417 12.936 -13.562
H: -19.116 13.617 -17.176
H: -20.126 11.431 -17.195
C: -20.567 2.345 -17.023
Te: -18.895 3.601 -16.631
C: -18.316 1.908 -15.337
C: -18.925 0.686 -16.045
C: -18.354 -0.581 -15.943
C: -18.861 -1.648 -16.606
C: -20.040 -1.424 -17.359
C: -20.557 -0.180 -17.479
C: -20.075 0.917 -16.796
H: -20.821 2.403 -18.126
H: -21.348 2.631 -16.310
H: -18.647 2.138 -14.357
H: -17.232 1.806 -15.369
H: -17.449 -0.629 -15.341
H: -18.426 -2.614 -16.476
H: -20.414 -2.200 -17.979
H: -21.343 0.058 -18.225

Force components x, y, z for each atom (eV/Å):
-0.477 -0.669 -0.161
1.138 -0.195 0.247
-1.660 0.455 0.962
0.908 2.037 -3.180
-0.477 -0.439 0.929
-0.569 -0.406 0.488
0.138 0.897 -1.484
0.366 0.092 -1.566
1.157 0.767 0.375
1.019 0.108 -0.552
-0.907 0.251 2.522
-1.587 -0.650 -2.494
1.177 0.218 0.680
-0.777 -0.749 1.422
0.134 -0.379 0.066
-0.053 -1.112 0.836
0.140 -0.327 0.431
-0.198 -0.267 0.262
0.040 -0.335 0.689
0.387 0.051 -0.927
-0.006 0.245 -0.016
-0.431 0.287 -0.430
0.633 -0.046 1.176
-0.219 0.482 -1.116
-0.018 -0.155 0.425
0.431 -0.781 0.163
0.160 0.195 0.073
0.197 -0.664 -0.236
-0.951 2.679 1.341
1.088 -2.689 -1.946
-1.463 -0.057 -0.214
0.347 -0.423 -0.867
0.076 0.846 1.173
0.117 0.536 0.727
0.214 0.735 0.900
0.518 0.418 -0.967
0.671 -0.336 0.672
1.682 1.798 1.202
-1.314 -0.732 -1.238
0.996 -0.070 0.493
-0.459 -1.107 -1.298
-0.290 -0.315 -0.212
0.846 2.229 0.647
-0.775 -0.575 0.118
1.496 -0.137 -0.746
-1.053 0.326 -0.183
0.234 -0.786 -0.139
0.189 0.230 0.078
-0.495 0.781 0.818
-0.493 -0.014 0.408
0.205 -0.164 -0.507
0.045 -0.757 -0.677
-1.017 0.050 -0.107
0.012 0.750 0.465
-0.181 -0.349 0.280
-0.882 -1.646 -0.768
-0.203 0.004 0.284
0.235 0.065 0.544
-0.787 1.369 -1.152
0.149 -0.032 -0.577
-0.945 -1.008 -0.651
0.295 -0.138 -0.208
-0.192 1.356 -1.020
0.792 -0.997 1.880
0.438 -0.276 0.901
0.887 0.654 1.422
-0.006 -0.488 0.465
-0.710 -0.537 -1.148
0.013 -0.929 -1.103
0.520 -0.600 0.778
0.543 -0.239 -2.067
-0.465 1.491 0.976
0.963 1.378 0.828
-1.788 0.010 -0.381
1.802 -1.073 0.203
-1.906 1.557 -1.286
1.283 0.181 0.300
-0.254 0.310 1.512
-0.150 -0.111 -0.626
-0.425 -0.147 0.912
-0.007 0.213 0.231
-0.080 -0.337 -0.083
0.162 -0.511 -0.235
-0.418 -0.680 -0.303
0.245 -0.617 0.564

Gap between HOMO and LUMO: 6.908 eV
E_tot: -150981.0309 eV
2S+1: 1
Maximum force: 3.88 eV Å⁻¹
ΔE to the lowest compared entry with this formula, charge and spin: 19.0 kcal/mol
Lowest unoccupied orbital energy: -0.64 eV

These are the Mulliken partial charges, in e, on atoms 1 to 8: number 1, Cd, carries 0.62; number 2, C, carries -0.75; number 3, C, carries -0.40; number 4, C, carries -0.74; number 5, C, carries 0.90; number 6, N, carries 0.12; number 7, C, carries -0.66; number 8, C, carries 2.02

=====

Record 3
ORCA calculation (ωB97M-V/def2-TZVPD) on C25H42Cl2O2P2Pr as an isolated structure at a distorted geometry.

Element x y z (Å)
Pr: 0.000 0.000 0.000
C: 2.018 0.641 -0.604
C: 1.027 1.163 -1.524
C: 0.587 2.044 0.593
C: 1.744 1.159 0.698
C: 0.169 2.056 -0.772
C: 3.180 -0.228 -0.982
H: 2.962 -0.815 -1.878
H: 3.439 -0.919 -0.175
H: 4.066 0.385 -1.197
C: 2.512 0.904 1.957
H: 3.169 0.036 1.849
H: 1.828 0.704 2.789
H: 3.135 1.769 2.222
C: 0.002 2.822 1.730
H: 0.537 3.771 1.874
H: 0.064 2.248 2.659
H: -1.051 3.053 1.548
C: -0.920 2.907 -1.353
H: -0.539 3.908 -1.596
H: -1.750 3.026 -0.652
H: -1.313 2.473 -2.277
C: 1.033 0.993 -3.014
H: 1.588 1.805 -3.506
H: 0.016 0.996 -3.416
H: 1.504 0.049 -3.302
C: -2.153 -6.672 -1.928
C: -1.386 -6.345 -2.974
C: -1.754 -6.127 -4.419
C: -3.244 -5.882 -4.742
C: -3.810 -4.669 -4.043
C: -4.305 -4.569 -2.804
C: -4.464 -5.617 -1.734
C: -3.642 -6.916 -1.885
H: -1.399 -6.984 -5.012
H: -3.827 -6.778 -4.521
H: -1.175 -5.265 -4.781
H: -3.982 -7.473 -2.760
H: -1.649 -6.749 -0.963
H: -0.323 -6.208 -2.771
H: -3.865 -7.549 -1.018
H: -4.201 -5.151 -0.774
H: -4.654 -3.581 -2.501
H: -5.530 -5.880 -1.646
H: -3.325 -5.728 -5.824
H: -3.778 -3.749 -4.628
P: -0.003 -2.237 -0.422
C: 0.725 -3.476 0.723
C: 0.490 -2.915 -2.062
P: -2.099 -0.634 -0.613
C: -1.847 -2.458 -0.365
C: -2.687 -0.483 -2.352
C: -3.605 -0.164 0.329
H: 0.586 -3.101 1.741
H: 1.797 -3.558 0.521
H: 0.259 -4.460 0.610
H: -0.002 -3.872 -2.265
H: 1.574 -3.065 -2.078
H: 0.233 -2.199 -2.848
H: -4.439 -0.846 0.132
H: -3.895 0.854 0.047
H: -3.343 -0.175 1.390
H: -2.122 -2.695 0.668
H: -2.321 -3.160 -1.059
H: -3.110 0.515 -2.503
H: -3.454 -1.230 -2.582
H: -1.844 -0.604 -3.037
Cl: 1.528 2.288 4.603
C: 0.260 1.014 4.862
Cl: -1.030 1.889 5.720
C: -0.404 0.051 3.804
O: -1.219 -0.838 4.318
O: -0.250 0.046 2.459
H: 0.775 0.369 5.601

Force components x, y, z for each atom (eV/Å):
-2.985 -3.048 10.929
2.455 2.750 -1.484
2.857 3.791 -0.628
3.296 3.149 -0.476
1.922 3.732 -0.428
2.461 3.329 -1.393
-0.031 -0.187 -0.018
0.099 0.023 0.079
0.065 0.019 -0.099
-0.175 -0.131 0.076
-0.002 -0.420 -0.018
0.022 0.092 -0.027
0.475 0.089 -0.517
-0.180 -0.203 -0.152
-0.312 -0.157 0.098
-0.083 -0.207 -0.148
-0.046 0.454 -0.591
0.044 0.059 0.033
-0.230 -0.151 -0.023
-0.066 -0.208 0.095
0.014 0.081 -0.090
-0.004 0.098 0.058
-0.294 -0.371 -0.024
-0.140 -0.173 0.223
0.080 0.040 -0.091
-0.023 0.113 -0.040
0.183 0.229 -0.207
-0.215 0.021 0.281
-0.142 -0.027 -0.094
0.099 -0.096 0.012
0.007 0.083 0.335
0.246 -0.016 -0.279
0.000 -0.198 -0.020
-0.121 0.066 -0.023
-0.060 0.168 0.125
0.075 0.168 -0.083
-0.055 -0.098 0.023
0.062 0.059 0.187
-0.021 -0.048 -0.107
-0.080 -0.100 -0.007
0.036 0.096 -0.152
-0.046 -0.060 -0.056
-0.048 -0.063 -0.066
0.207 0.069 -0.007
0.001 -0.028 0.183
-0.052 -0.093 0.057
2.076 -11.815 -2.273
-0.219 -0.038 0.073
-0.261 -0.151 -0.132
-11.493 -1.172 -3.290
0.932 1.322 0.728
-0.088 -0.336 -0.105
-0.035 -0.271 0.047
0.011 -0.192 0.029
-0.162 0.082 0.006
0.055 0.166 0.058
0.013 0.149 -0.017
-0.132 0.112 0.092
-0.004 -0.120 -0.083
0.117 0.103 0.090
0.108 -0.144 0.023
-0.166 -0.016 0.008
0.045 0.064 -0.043
0.301 0.306 -0.230
0.121 -0.099 0.112
0.143 0.093 -0.038
-0.126 -0.057 -0.095
-0.121 -0.414 -0.218
0.216 -0.291 1.004
-0.238 -0.344 -0.146
-3.841 -4.380 -1.395
3.913 4.163 -1.470
0.201 0.418 2.347
-0.658 0.167 -0.525

Gap between HOMO and LUMO (spin up / spin down): 7.165 / 7.245 eV
Net charge: +1
⟨S²⟩: 2.01
E_tot: -88376.3510 eV
2S+1: 3
Maximum force: 12.21 eV Å⁻¹
Lowest unoccupied orbital energy (spin up / spin down): -4.02 / -3.90 eV

These are the Mulliken partial charges, in e, on atoms 1 to 8: number 1, Pr, carries -1.82; number 2, C, carries 0.83; number 3, C, carries 0.36; number 4, C, carries 0.76; number 5, C, carries 0.74; number 6, C, carries 0.83; number 7, C, carries -1.59; number 8, H, carries 0.31

=====

Which of these has the highest E_tot?
C25H42Cl2O2P2Pr

=====

Look up the E_tot of the second one.
-150981.0309 eV

=====

The lowest E_tot belongs to which entry?
C44H32CdN4S2SeTe

=====

Among the records above, which one has the lowest E_tot?
C44H32CdN4S2SeTe